Entry 1:
Here is an isolated molecule of C4H7NO from OMol25. Energies are from ωB97M-V with the def2-TZVPD basis set.

Bonds (Å) are listed after each position.
Element x y z (Å)
1 C -0.235 -1.838 1.062  C2 1.503, H7 1.094, H8 1.093, H9 1.099
2 C -0.062 -0.709 0.085  C1 1.503, C5 1.360, H10 1.080
3 C -0.651 1.857 -0.815  N4 1.274, H11 1.089, H12 1.073
4 N 0.519 1.400 -1.031  C3 1.274, C5 1.803, H13 1.028
5 C 1.017 0.117 0.135  C2 1.360, N4 1.803, O6 1.200
6 O 2.088 0.260 0.657  C5 1.200
7 H 0.165 -2.776 0.664  C1 1.094
8 H 0.277 -1.632 2.005  C1 1.093
9 H -1.297 -2.012 1.286  C1 1.099
10 H -0.612 -0.755 -0.844  C2 1.080
11 H -1.157 1.824 0.149  C3 1.089
12 H -1.134 2.441 -1.574  C3 1.073
13 H 1.082 1.823 -1.780  N4 1.028

As for the total charge: 0. The value obtained for the HOMO energy is -7.4 eV. Its energy above the lowest of the compared OMol25 structures with the same formula, charge and spin is 325.5 kJ/mol. The orbital gap comes out at 7.31 eV.

***

Entry 2:
Here is a 9-piece molecular cluster, C23H31Cl4F5O21 overall at a distorted geometry from OMol25. Energies are from ωB97M-V with the def2-TZVPD basis set.

Bonds (Å) are listed after each position.
Element x y z (Å)
1 C 2.006 6.729 -0.089  O2 1.427, H7 1.090, H8 1.090, H9 1.090
2 O 1.388 5.472 0.183  C1 1.427, C3 1.410
3 C 0.081 5.381 0.702  O2 1.410, O4 1.253, O5 1.348
4 O -0.725 6.335 0.791  C3 1.253
5 O -0.253 4.127 1.067  C3 1.348, C6 1.473
6 C 0.650 2.964 1.019  O5 1.473, H10 1.090, H11 1.090, H12 1.090
7 H 2.094 7.298 0.837  C1 1.090
8 H 1.402 7.326 -0.772  C1 1.090
9 H 2.984 6.698 -0.570  C1 1.090
10 H 1.676 3.300 1.168  C6 1.090
11 H 0.560 2.569 0.007  C6 1.090
12 H 0.326 2.255 1.781  C6 1.090
13 C -3.540 -3.814 0.820  O14 1.436, H19 1.090, H20 1.090, H21 1.090
14 O -2.704 -2.994 1.651  C13 1.436, C15 1.287
15 C -1.424 -3.065 1.530  O14 1.287, O16 1.244, O17 1.365
16 O -0.810 -3.838 0.774  C15 1.244
17 O -0.898 -2.213 2.458  C15 1.365, C18 1.435
18 C 0.506 -2.105 2.735  O17 1.435, H22 1.090, H23 1.090, H24 1.090
19 H -3.406 -4.894 0.878  C13 1.090
20 H -3.243 -3.533 -0.190  C13 1.090
21 H -4.607 -3.628 0.948  C13 1.090
22 H 0.990 -2.154 1.760  C18 1.090
23 H 0.795 -3.057 3.181  C18 1.090
24 H 0.793 -1.260 3.361  C18 1.090
25 C 1.061 -4.425 -3.465  C26 1.508, O30 1.469, H32 1.090, H33 1.090
26 C 2.325 -4.679 -4.246  C25 1.508, O27 1.429, F31 1.353, H34 1.090
27 O 2.887 -5.751 -3.486  C26 1.429, C28 1.325
28 C 2.489 -5.728 -2.223  O27 1.325, O29 1.224, O30 1.389
29 O 3.038 -6.284 -1.280  C28 1.224
30 O 1.434 -4.832 -2.104  C25 1.469, C28 1.389
31 F 3.227 -3.680 -4.112  C26 1.353
32 H 0.232 -5.035 -3.825  C25 1.090
33 H 0.687 -3.409 -3.595  C25 1.090
34 H 2.157 -4.845 -5.310  C26 1.090
35 C 6.659 -0.454 3.848  C36 1.532, O40 1.423, H42 1.090, H43 1.090
36 C 5.918 0.811 4.291  C35 1.532, O37 1.445, F41 1.330, H44 1.090
37 O 4.565 0.335 4.115  C36 1.445, C38 1.428
38 C 4.607 -0.576 3.016  O37 1.428, O39 1.218, O40 1.308
39 O 3.613 -0.964 2.430  C38 1.218
40 O 5.857 -0.842 2.739  C35 1.423, C38 1.308
41 F 6.253 1.784 3.449  C36 1.330
42 H 6.660 -1.300 4.536  C35 1.090
43 H 7.685 -0.185 3.598  C35 1.090
44 H 6.149 1.149 5.302  C36 1.090
45 C -3.395 0.204 2.437  C46 1.500, O50 1.408, H52 1.090, H53 1.090
46 C -4.406 -0.662 3.130  C45 1.500, O47 1.414, F51 1.355, H54 1.090
47 O -5.391 -0.988 2.169  C46 1.414, C48 1.307
48 C -4.904 -0.752 0.980  O47 1.307, O49 1.235, O50 1.422
49 O -5.335 -1.226 -0.077  C48 1.235
50 O -3.689 -0.021 1.078  C45 1.408, C48 1.422
51 F -4.996 0.095 4.086  C46 1.355
52 H -2.374 -0.103 2.663  C45 1.090
53 H -3.439 1.213 2.845  C45 1.090
54 H -3.957 -1.537 3.600  C46 1.090
55 C -3.665 2.166 -1.751  C56 1.528, O60 1.402, H62 1.090, H63 1.090
56 C -2.698 2.921 -0.839  C55 1.528, O57 1.392, F61 1.311, H64 1.090
57 O -3.506 3.149 0.271  C56 1.392, C58 1.404
58 C -4.826 2.711 0.080  O57 1.404, O59 1.238, O60 1.292
59 O -5.721 2.644 0.933  C58 1.238
60 O -4.920 2.387 -1.168  C55 1.402, C58 1.292
61 F -2.484 4.108 -1.355  C56 1.311
62 H -3.355 1.122 -1.702  C55 1.090
63 H -3.578 2.543 -2.770  C55 1.090
64 H -1.755 2.497 -0.495  C56 1.090
65 C 1.925 -1.016 -1.642  C66 1.556, O70 1.371, H72 1.090, H73 1.090
66 C 2.168 -0.081 -0.421  C65 1.556, O67 1.410, F71 1.340, H74 1.090
67 O 0.883 -0.179 0.152  C66 1.410, C68 1.340
68 C -0.050 -0.538 -0.739  O67 1.340, O69 1.247, O70 1.336
69 O -1.275 -0.502 -0.511  C68 1.247
70 O 0.568 -0.982 -1.836  C65 1.371, C68 1.336
71 F 2.390 1.188 -0.793  C66 1.340
72 H 2.251 -2.015 -1.352  C65 1.090
73 H 2.432 -0.564 -2.494  C65 1.090
74 H 2.927 -0.459 0.263  C66 1.090
75 C -3.257 -1.976 -3.418  Cl76 1.817, Cl77 1.766, H78 1.090, H79 1.090
76 Cl -1.984 -2.438 -4.629  C75 1.817
77 Cl -3.940 -0.388 -3.776  C75 1.766
78 H -4.094 -2.655 -3.578  C75 1.090
79 H -2.806 -2.107 -2.434  C75 1.090
80 C 1.678 3.597 -3.393  Cl81 1.767, Cl82 1.786, H83 1.090, H84 1.090
81 Cl 2.613 2.102 -3.501  C80 1.767
82 Cl 0.216 3.270 -2.420  C80 1.786
83 H 2.248 4.391 -2.908  C80 1.090
84 H 1.357 3.894 -4.392  C80 1.090

As for the total charge: 0. The value obtained for the HOMO energy is -10.6 eV. The structure (SMILES) is O=C1OC[C@@H](F)O1.O=C1OC[C@@H](F)O1.O=C1OC[C@@H](F)O1.O=C1OC[C@@H](F)O1.O=C1OC[C@@H](F)O1.COC(=O)OC.COC(=O)OC.ClCCl.ClCCl. Its energy above the lowest of the compared OMol25 structures with the same formula, charge and spin is 239.7 kJ/mol. The orbital gap comes out at 10.69 eV.

***

Entry 3:
Here is a 3-piece molecular cluster, C38H56BF2NO11Si overall at a distorted geometry from OMol25. Energies are from ωB97M-V with the def2-TZVPD basis set.

Bonds (Å) are listed after each position.
Element x y z (Å)
1 C -1.906 -0.143 0.954  C2 1.314, H43 1.081, H44 1.081
2 C -1.293 -1.256 1.291  C1 1.314, N3 1.483, H45 1.077
3 N -0.795 -1.762 2.592  C2 1.483, C4 1.604, C7 1.506, C25 1.523
4 C 0.748 -2.029 2.243  N3 1.604, O5 1.219, O6 1.219
5 O 1.106 -1.671 1.134  C4 1.219
6 O 1.449 -2.484 3.132  C4 1.219
7 C -0.831 -0.784 3.736  N3 1.506, C8 1.549, C12 1.553, C21 1.575
8 C -2.241 -0.238 4.077  C7 1.549, B9 1.581, H46 1.088, H47 1.094
9 B -2.340 1.133 4.858  C8 1.581, O10 1.362, O11 1.407
10 O -3.039 2.172 4.323  B9 1.362, H48 0.964
11 O -1.762 1.322 6.127  B9 1.407, H49 0.963
12 C 0.247 0.330 3.647  C7 1.553, C13 1.521, H50 1.095, H51 1.091
13 C 0.177 1.408 2.577  C12 1.521, O14 1.208, C15 1.508
14 O -0.598 2.334 2.616  C13 1.208
15 C 1.169 1.399 1.441  C13 1.508, C16 1.391, C20 1.392
16 C 0.677 1.741 0.186  C15 1.391, C17 1.387, H52 1.084
17 C 1.488 1.734 -0.939  C16 1.387, C18 1.396, H53 1.078
18 C 2.828 1.365 -0.798  C17 1.396, C19 1.385, H54 1.082
19 C 3.312 1.047 0.460  C18 1.385, C20 1.387, H55 1.085
20 C 2.508 1.046 1.589  C15 1.392, C19 1.387, H56 1.082
21 C -0.381 -1.462 5.084  C7 1.575, C22 1.542, H57 1.088, H58 1.090
22 C -0.490 -2.998 5.171  C21 1.542, C23 1.546, C24 1.535, H59 1.085
23 C -0.881 -3.333 6.629  C22 1.546, H60 1.093, H61 1.092, H62 1.092
24 C -1.666 -3.459 4.300  C22 1.535, C25 1.565, H63 1.088, H64 1.088
25 C -1.537 -3.078 2.788  N3 1.523, C24 1.565, C26 1.549, C29 1.557
26 C -0.723 -4.297 2.288  C25 1.549, O27 1.410, H65 1.087, H66 1.096
27 O -0.410 -4.281 0.913  C26 1.410, O28 1.420
28 O 0.937 -4.709 0.784  O27 1.420, H67 0.968
29 C -2.978 -3.225 2.215  C25 1.557, F30 1.367, F31 1.390, C32 1.544
30 F -3.826 -2.188 2.489  C29 1.367
31 F -3.572 -4.244 2.951  C29 1.390
32 C -3.206 -3.664 0.752  C29 1.544, C33 1.548, H68 1.090, H69 1.086
33 C -3.576 -5.154 0.554  C32 1.548, Si34 1.905, H70 1.092, H71 1.089
34 Si -3.485 -5.687 -1.273  C33 1.905, C35 1.885, C36 1.898, C37 1.892
35 C -5.103 -6.388 -1.939  Si34 1.885, H72 1.092, H73 1.092, H74 1.090
36 C -2.198 -7.076 -1.402  Si34 1.898, H75 1.090, H76 1.092, H77 1.091
37 C -2.929 -4.309 -2.444  Si34 1.892, C38 1.398, C42 1.401
38 C -1.838 -4.523 -3.293  C37 1.398, C39 1.391, H78 1.083
39 C -1.392 -3.548 -4.180  C38 1.391, C40 1.389, H79 1.084
40 C -2.006 -2.305 -4.250  C39 1.389, C41 1.392, H80 1.081
41 C -3.081 -2.068 -3.398  C40 1.392, C42 1.386, H81 1.084
42 C -3.524 -3.044 -2.519  C37 1.401, C41 1.386, H82 1.086
43 H -2.305 -0.016 -0.042  C1 1.081
44 H -2.100 0.684 1.623  C1 1.081
45 H -1.182 -1.992 0.513  C2 1.077
46 H -2.914 -0.109 3.233  C8 1.088
47 H -2.736 -0.963 4.731  C8 1.094
48 H -2.840 2.973 4.820  O10 0.964
49 H -2.456 1.449 6.782  O11 0.963
50 H 0.277 0.862 4.603  C12 1.095
51 H 1.257 -0.083 3.647  C12 1.091
52 H -0.362 2.010 0.037  C16 1.084
53 H 1.124 1.971 -1.925  C17 1.078
54 H 3.467 1.332 -1.671  C18 1.082
55 H 4.350 0.753 0.579  C19 1.085
56 H 2.875 0.772 2.569  C20 1.082
57 H -0.942 -1.056 5.923  C21 1.088
58 H 0.661 -1.234 5.307  C21 1.090
59 H 0.428 -3.544 4.982  C22 1.085
60 H -1.914 -3.036 6.831  C23 1.093
61 H -0.241 -2.793 7.330  C23 1.092
62 H -0.769 -4.403 6.816  C23 1.092
63 H -2.578 -3.088 4.762  C24 1.088
64 H -1.693 -4.542 4.402  C24 1.088
65 H 0.146 -4.480 2.914  C26 1.087
66 H -1.363 -5.168 2.465  C26 1.096
67 H 1.303 -4.151 0.083  O28 0.968
68 H -4.068 -3.120 0.366  C32 1.090
69 H -2.390 -3.472 0.062  C32 1.086
70 H -4.607 -5.330 0.867  C33 1.092
71 H -2.913 -5.827 1.096  C33 1.089
72 H -5.833 -5.586 -2.069  C35 1.092
73 H -4.888 -6.776 -2.937  C35 1.092
74 H -5.455 -7.185 -1.284  C35 1.090
75 H -1.187 -6.696 -1.551  C36 1.090
76 H -2.184 -7.619 -0.454  C36 1.092
77 H -2.490 -7.731 -2.223  C36 1.091
78 H -1.288 -5.456 -3.298  C38 1.083
79 H -0.559 -3.756 -4.842  C39 1.084
80 H -1.658 -1.568 -4.961  C40 1.081
81 H -3.559 -1.098 -3.462  C41 1.084
82 H -4.360 -2.790 -1.873  C42 1.086
83 O 0.583 3.960 -2.880  C84 1.201
84 C 0.879 5.017 -2.390  O83 1.201, O85 1.347, C88 1.510
85 O 0.739 6.136 -3.125  C84 1.347, C86 1.429
86 C 0.868 7.453 -2.588  O85 1.429, C87 1.514, H89 1.091, H90 1.089
87 C 2.312 7.908 -2.565  C86 1.514, H91 1.090, H92 1.091, H93 1.090
88 C 1.488 5.107 -1.011  C84 1.510, H94 1.090, H95 1.086, H96 1.088
89 H 0.399 7.521 -1.605  C86 1.091
90 H 0.291 8.096 -3.251  C86 1.089
91 H 2.923 7.277 -1.921  C87 1.090
92 H 2.385 8.937 -2.210  C87 1.091
93 H 2.740 7.851 -3.566  C87 1.090
94 H 2.563 4.946 -1.086  C88 1.090
95 H 1.053 4.324 -0.397  C88 1.086
96 H 1.293 6.051 -0.506  C88 1.088
97 O 5.581 6.114 -3.210  C98 1.200
98 C 5.746 6.404 -4.362  O97 1.200, O99 1.346, C102 1.512
99 O 5.117 5.690 -5.313  C98 1.346, C100 1.429
100 C 5.084 6.064 -6.692  O99 1.429, C101 1.515, H103 1.091, H104 1.089
101 C 6.302 5.562 -7.439  C100 1.515, H105 1.090, H106 1.090, H107 1.090
102 C 6.713 7.492 -4.772  C98 1.512, H108 1.089, H109 1.087, H110 1.088
103 H 4.947 7.141 -6.798  C100 1.091
104 H 4.188 5.596 -7.098  C100 1.089
105 H 7.221 6.000 -7.049  C101 1.090
106 H 6.227 5.806 -8.499  C101 1.090
107 H 6.390 4.481 -7.332  C101 1.090
108 H 7.715 7.071 -4.829  C102 1.089
109 H 6.696 8.265 -4.007  C102 1.087
110 H 6.466 7.973 -5.716  C102 1.088

As for the total charge: 0. The value obtained for the HOMO energy is -8.8 eV. The structure (SMILES) is C=C[N@@+]1(C(=O)[O-])[C@](CB(O)O)(CC(=O)c2ccccc2)C[C@@H](C)C[C@@]1(COO)C(F)(F)CC[Si](C)(C)c1ccccc1.CCOC(C)=O.CCOC(C)=O. Its energy above the lowest of the compared OMol25 structures with the same formula, charge and spin is 0.0 kJ/mol. The orbital gap comes out at 9.09 eV.